56
Properties=species:S:1:pos:R:3:mulliken_charge:R:1 method="wB97M-V/def2-TZVPD" e_homo_ha="-0.4095 / -0.4095" e_lumo_ev="-6.8 / -7.5" gap_ev="4.4 / 3.6" charge=+1
Pb 0.05 0.00 -0.59 1.320
S -1.22 -1.33 3.68 1.219
O -0.87 -0.42 2.62 -0.458
O -0.51 -2.60 3.64 -0.525
O -0.17 -0.15 -4.31 -0.349
O -2.66 -1.41 3.84 -0.536
C 0.82 -0.22 -9.17 -0.471
C -0.04 -0.71 7.68 -0.694
C 1.51 -1.91 0.19 -0.885
C -0.69 -2.30 -0.62 -1.056
C -0.44 0.84 5.40 -0.047
C 0.19 -0.21 -6.82 0.523
C 0.68 -0.89 -7.96 -0.544
C 0.73 -2.28 -0.99 -0.375
C 0.03 -0.93 -5.55 -0.073
C -1.30 -0.92 -4.80 -0.425
C -0.51 1.68 1.24 -0.117
C -0.43 -1.31 6.48 -0.577
C 0.58 -1.69 1.26 0.100
C 0.36 2.34 -0.84 -0.426
C -0.78 -1.93 0.77 0.059
C 1.48 1.91 0.01 -0.699
C -0.05 1.45 6.61 -0.964
C -0.62 -0.54 5.31 0.454
C 0.93 1.51 1.29 -0.255
C 0.49 1.14 -9.27 -0.463
C 0.15 0.68 7.76 0.891
C 0.56 1.32 9.05 -1.437
C -0.15 1.16 -6.92 -0.380
C -0.87 2.18 -0.08 -0.869
C 0.01 1.82 -8.14 -0.509
H -1.23 1.46 2.03 0.473
H -1.54 -2.49 -1.30 0.492
H 0.09 2.53 6.65 0.298
H -0.60 1.46 4.52 0.201
H 0.61 1.65 -10.22 0.371
H 0.67 2.39 8.95 0.358
H 2.55 1.89 -0.28 0.471
H 0.88 -1.38 2.27 0.346
H -0.24 2.88 -8.21 0.365
H 1.50 1.12 2.15 0.462
H 0.12 -1.32 8.58 0.372
H -0.57 -2.39 6.45 0.415
H -1.55 -1.82 -4.20 0.249
H 1.52 0.91 9.39 0.339
H -1.74 -1.81 1.31 0.403
H -1.90 2.37 -0.45 0.484
H -0.50 1.70 -6.03 0.307
H 0.65 -1.85 -5.42 0.386
H 1.12 -2.47 -2.00 0.486
H -2.13 -0.34 -5.26 0.284
H 1.20 -0.77 -10.03 0.375
H 0.94 -1.95 -7.85 0.325
H 2.61 -1.79 0.25 0.432
H -0.18 1.12 9.83 0.344
H 0.43 2.62 -1.91 0.530

57
Properties=species:S:1:pos:R:3:mulliken_charge:R:1 method="wB97M-V/def2-TZVPD" multiplicity=2 e_homo_ha="-0.4260 / -0.4252" s_squared=0.900 e_lumo_ev="-4.9 / -4.4" gap_ev="6.7 / 7.2" charge=+1 e_above_lowest_kcal_mol=31.6
Ru 1.60 0.17 -0.70 0.120
P -0.66 -0.26 -0.99 1.672
O 3.51 -0.35 -1.12 -0.841
O 5.56 -0.93 -0.44 -0.642
O 2.91 0.49 1.33 0.028
O 2.43 2.30 -0.65 -0.479
O 4.13 3.57 0.03 -0.462
C -2.13 0.67 -1.44 0.573
C -2.17 -4.04 -0.97 -0.706
C 0.10 -1.05 1.60 -1.152
C -3.16 2.04 -3.14 -0.959
C 4.41 -0.64 -0.22 0.636
C -2.17 -2.67 -1.16 -0.752
C 3.86 -0.59 1.20 -0.490
C 0.43 -0.84 2.91 -0.873
C -0.95 -2.00 -1.18 0.926
C -0.55 2.58 0.44 -1.864
C -0.96 -4.71 -0.75 -0.767
C -4.28 2.17 -2.34 -0.678
C 0.46 0.47 3.40 -0.612
C 0.25 -4.04 -0.81 -0.430
C 0.27 -2.68 -1.10 0.240
C -3.26 0.78 -0.62 1.216
C 1.48 -1.87 -1.36 -1.382
C -3.38 0.13 0.73 -1.454
C 0.16 1.54 2.58 -0.957
C -0.22 0.02 0.74 -0.345
C -0.18 1.36 1.24 2.300
C 3.52 1.76 1.42 -0.653
C -2.09 1.29 -2.69 -0.714
C 3.31 2.55 0.15 0.483
C -4.32 1.54 -1.10 -0.916
H -0.15 3.47 0.92 0.553
H 2.41 -2.39 -1.18 0.770
H -3.10 -2.13 -1.26 0.531
H 0.67 -1.67 3.56 0.508
H -0.18 2.54 -0.58 0.356
H -0.97 -5.77 -0.56 0.422
H 3.93 4.06 -0.78 0.432
H -4.42 -0.07 0.96 0.552
H -3.00 0.79 1.52 0.286
H -3.10 -4.59 -0.94 0.436
H -5.21 1.64 -0.49 0.475
H -3.12 2.52 -4.11 0.446
H 0.18 2.54 2.98 0.553
H 3.30 -1.50 1.41 0.288
H 1.43 -1.52 -2.40 0.399
H 1.18 -4.58 -0.69 0.487
H -1.63 2.69 0.39 0.249
H -1.20 1.19 -3.31 0.494
H 3.02 2.32 2.21 0.433
H 0.05 -2.07 1.22 0.426
H -5.12 2.75 -2.67 0.427
H 4.58 1.70 1.66 0.477
H -2.84 -0.81 0.80 0.150
H 0.71 0.65 4.44 0.431
H 4.66 -0.49 1.93 0.354

60
Properties=species:S:1:pos:R:3:mulliken_charge:R:1 method="wB97M-V/def2-TZVPD" multiplicity=2 e_homo_ha="-0.3840 / -0.4076" s_squared=0.771 e_lumo_ev="-3.2 / -3.5" gap_ev="7.3 / 7.6" charge=+1 e_above_lowest_kcal_mol=21.2
I -0.14 0.44 4.21 0.335
Ru -1.01 1.62 1.93 0.254
Cl -3.19 1.43 2.95 -0.058
Cl -0.68 -1.34 6.92 -0.200
Cl -6.04 -0.99 6.78 -0.148
Cl -5.88 0.73 4.20 -0.147
Cl -3.45 -2.02 8.14 -0.138
N -1.26 -0.04 0.51 -0.254
N 0.69 1.78 0.74 -0.569
C 1.89 0.95 -1.14 0.734
C 2.92 1.86 -0.96 0.454
C 2.79 2.73 0.13 -0.865
C 4.07 0.91 -3.00 -2.099
C 0.80 0.92 -0.28 -0.862
C -0.33 -2.81 -3.69 -2.104
C -2.37 -1.85 -0.58 -0.833
C -0.30 -0.07 -0.43 -0.274
C 1.69 2.66 0.94 -0.855
C -4.44 0.15 4.94 -0.127
C -4.52 -0.61 6.10 0.336
C -2.11 -0.77 6.16 0.360
C -3.35 -1.08 6.71 -0.017
C -1.20 3.44 2.01 -0.720
C -2.26 -0.92 0.43 -0.800
C 4.14 1.93 -1.87 1.968
C -1.50 -4.33 -2.10 -1.574
C -1.50 -2.91 -2.70 1.919
C -2.03 -0.01 5.00 -0.756
C -3.20 0.45 4.40 0.980
C -0.36 -0.98 -1.48 0.633
C -2.81 -2.68 -3.46 -1.574
C -1.39 -1.90 -1.57 0.501
C 5.40 1.67 -1.03 -1.580
C 4.21 3.34 -2.48 -1.587
H -1.58 -5.07 -2.89 0.455
H -2.06 3.97 2.42 0.296
H 5.36 0.68 -0.57 0.379
H -0.30 -1.83 -4.17 0.422
H -3.01 -0.85 1.21 0.476
H -3.21 -2.53 -0.58 0.449
H -3.68 -2.79 -2.81 0.339
H -2.84 -1.67 -3.89 0.378
H 5.08 3.40 -3.14 0.459
H 5.52 2.41 -0.23 0.335
H 4.96 1.00 -3.62 0.427
H 4.31 4.11 -1.72 0.338
H -2.90 -3.40 -4.27 0.457
H 1.94 0.25 -1.95 0.357
H 0.42 -0.97 -2.23 0.384
H 3.32 3.56 -3.07 0.373
H 4.05 -0.12 -2.61 0.422
H 6.28 1.72 -1.66 0.453
H 0.63 -2.99 -3.20 0.426
H 3.20 1.06 -3.64 0.427
H -2.34 -4.48 -1.42 0.335
H -0.51 4.12 1.49 0.361
H 1.57 3.31 1.79 0.620
H -0.58 -4.52 -1.54 0.376
H -0.46 -3.56 -4.47 0.428
H 3.56 3.46 0.35 0.497

59
Properties=species:S:1:pos:R:3:mulliken_charge:R:1 method="wB97M-V/def2-TZVPD" e_homo_ha=-0.3058 e_lumo_ev=-0.2 gap_ev=8.1 e_above_lowest_kcal_mol=464.6
Cl 2.81 0.38 -1.39 -0.143
O -0.47 2.32 2.53 -0.800
O -0.60 -3.05 5.38 -0.537
N -0.60 -3.14 3.08 -0.196
N -0.19 1.64 -1.64 1.105
N -0.06 2.11 -0.43 -0.928
N -1.42 0.17 2.37 0.292
N -1.61 -0.93 1.60 -0.347
C 0.12 2.43 -2.76 -0.237
C -1.16 -2.77 4.40 0.214
C -0.89 1.20 1.70 0.073
C 1.96 3.91 -3.37 -0.558
C -0.90 -0.02 -0.57 0.638
C -2.53 -2.20 4.10 -0.354
C 1.96 -1.04 2.20 -0.017
C 2.47 -0.61 0.10 0.548
C -1.30 0.08 3.77 -0.800
C 0.30 3.47 -4.93 -0.467
C 1.91 -2.20 -0.39 -1.066
C 1.77 -3.02 0.73 -1.055
C 1.38 3.24 -2.43 0.037
C -1.44 -1.24 0.32 0.977
C -0.85 1.23 0.33 -0.162
C 2.24 -0.26 1.23 -0.442
C -0.57 -0.56 -2.96 -2.532
C 0.81 -3.24 3.09 -1.442
C 1.34 3.98 -4.62 0.855
C -0.26 2.55 -3.98 0.137
C 1.44 -2.37 2.00 1.200
C 1.99 4.95 -5.73 -1.359
C -0.41 0.29 -1.80 1.159
C -1.73 -2.30 -0.36 -2.579
C -2.67 -0.86 4.30 -0.937
H 1.92 5.97 -5.53 0.367
H 1.40 -3.96 0.37 0.372
H 2.63 0.96 1.45 0.090
H 1.04 -4.32 2.98 0.421
H 2.02 -2.33 -1.32 1.020
H -1.58 -0.66 -3.38 0.234
H -2.36 -2.19 -1.24 0.481
H 1.72 -0.61 3.44 0.136
H -0.39 -1.45 -2.54 0.850
H -3.03 -2.59 3.26 0.346
H 2.97 4.76 -3.12 0.096
H -0.23 3.17 -6.04 0.103
H -0.54 -0.71 3.97 0.122
H 1.84 3.32 -1.30 0.241
H 3.05 4.55 -6.05 0.303
H 0.20 -0.21 -3.65 0.464
H -1.39 1.07 3.99 0.665
H -3.22 -2.91 4.78 0.364
H -0.92 -2.81 2.35 0.433
H -2.89 -0.46 5.34 0.363
H -2.18 -2.91 0.28 0.695
H 1.40 4.96 -6.75 0.287
H -3.46 -0.57 3.72 0.384
H -1.13 1.80 -4.28 0.169
H -0.99 -2.90 -0.83 0.396
H 1.25 -3.14 4.21 0.320

59
Properties=species:S:1:pos:R:3:mulliken_charge:R:1 method="wB97M-V/def2-TZVPD" e_homo_ha=-0.5818 e_lumo_ev=-10.2 gap_ev=5.7 charge=+3 e_above_lowest_kcal_mol=17.1
Ti 0.86 0.32 -0.66 0.051
F -3.84 -3.38 0.44 -0.286
O 1.78 -0.51 0.52 -0.472
O 0.70 1.89 -1.80 -0.159
N 0.09 1.25 1.94 -0.847
N 1.60 -0.78 -2.75 -0.335
N 0.22 1.52 0.69 0.989
N 0.09 -2.81 -5.62 -0.252
C 1.05 -1.09 4.59 0.571
C -0.80 -0.83 -0.60 1.046
C -0.09 -0.49 6.64 -0.617
C -1.44 4.86 -1.13 -0.739
C -0.60 -2.22 -0.57 -0.067
C 1.91 -1.92 3.86 -0.680
C -3.11 -1.20 0.06 -0.689
C -1.63 -3.10 -0.24 -0.787
C -2.07 -0.34 -0.27 -0.272
C 1.54 -0.71 1.81 0.974
C -0.37 2.68 0.18 0.108
C 0.60 -1.19 -3.74 -0.592
C -1.66 4.69 0.23 -0.825
C 0.81 -1.29 5.97 -0.915
C 0.39 -0.02 3.92 0.818
C -1.12 3.61 0.90 -0.646
C 0.64 0.19 2.51 0.096
C -0.74 0.54 5.97 -0.733
C -2.87 -2.56 0.09 0.168
C 2.15 -1.74 2.51 -0.927
C 1.83 2.44 -2.50 -0.925
C -0.67 3.96 -1.85 -0.750
C -0.50 0.79 4.63 -0.433
C 1.14 -2.26 -4.72 -0.786
C -0.14 2.87 -1.19 0.916
H 2.70 1.79 -2.33 0.348
H -2.25 5.42 0.77 0.458
H 1.57 -3.09 -4.15 0.440
H -1.46 1.16 6.51 0.452
H -0.30 -2.09 -6.24 0.374
H 2.82 -2.40 1.97 0.493
H 1.61 2.51 -3.57 0.298
H -0.47 4.12 -2.90 0.488
H -0.29 -0.67 7.69 0.432
H 2.40 -2.74 4.38 0.482
H 0.37 -2.65 -0.82 0.367
H -1.00 1.60 4.13 0.474
H 1.33 -2.09 6.47 0.458
H 0.48 -3.56 -6.22 0.393
H -1.48 -4.17 -0.20 0.523
H 2.38 -0.32 -3.24 0.341
H -1.27 3.48 1.96 0.506
H -0.69 -3.22 -5.09 0.355
H 0.29 -0.29 -4.30 0.390
H 1.93 -1.84 -5.35 0.388
H -1.86 5.72 -1.64 0.458
H -4.09 -0.82 0.30 0.521
H 2.01 -1.61 -2.32 0.331
H -0.27 -1.59 -3.21 0.344
H 2.07 3.44 -2.13 0.512
H -2.26 0.73 -0.27 0.372

59
Properties=species:S:1:pos:R:3:mulliken_charge:R:1 method="wB97M-V/def2-TZVPD" e_homo_ha=-0.2867 smiles="COc1ccc(/C=N/NC(=O)c2cccnc2)cc1CN1CCN(c2ccc(F)cc2)CC1" e_lumo_ev=0.2 gap_ev=8.0 e_above_lowest_kcal_mol=44.4
F 6.86 -3.45 -1.79 -0.335
O -0.01 4.37 0.40 -0.392
O -5.76 -3.25 -1.73 -0.630
N -4.04 -4.10 2.01 -0.600
N 2.85 -0.38 0.43 0.352
N -4.64 -1.32 -1.78 -0.357
N 0.78 1.16 1.59 0.170
N -3.78 -0.44 -1.25 0.066
C 3.58 -2.34 -0.77 -0.292
C 3.10 0.98 0.87 -1.038
C 4.57 -3.11 -1.33 -0.722
C -1.15 2.31 0.51 0.819
C -2.75 -3.85 2.11 -0.463
C 3.88 -1.16 -0.08 0.433
C 6.22 -1.53 -0.57 -0.774
C 5.22 -0.77 0.00 -0.238
C -4.89 -2.56 -1.25 0.034
C -1.56 3.78 -1.37 -0.758
C -2.05 1.42 -0.03 -0.201
C -2.70 -2.71 0.02 -0.117
C 1.81 1.78 0.77 -0.531
C 5.89 -2.70 -1.23 0.311
C -0.40 1.98 1.78 -2.086
C -2.71 1.67 -1.24 0.327
C -0.89 3.52 -0.18 0.975
C -2.45 2.87 -1.90 -1.314
C -4.07 -2.96 -0.09 0.465
C -3.63 0.71 -1.79 -0.352
C -2.03 -3.17 1.14 -0.106
C 1.80 -0.99 1.22 -1.327
C 0.26 5.61 -0.21 -1.038
C 0.52 -0.18 1.10 -0.489
C -4.68 -3.67 0.95 -0.375
H -4.18 1.00 -2.70 0.339
H 1.50 1.83 -0.29 0.285
H -5.21 -1.05 -2.59 0.256
H -1.07 1.44 2.46 0.611
H -0.97 -3.00 1.25 0.343
H 0.18 -0.18 0.05 0.195
H 3.46 1.00 1.91 0.320
H 0.70 5.48 -1.20 0.391
H 4.33 -4.02 -1.86 0.414
H 5.50 0.12 0.53 0.387
H 1.63 -2.01 0.88 0.608
H 3.85 1.44 0.22 0.500
H 7.25 -1.23 -0.50 0.417
H -0.65 6.22 -0.29 0.376
H -1.38 4.70 -1.91 0.447
H -2.94 3.09 -2.83 0.347
H -2.28 0.50 0.49 0.665
H 1.98 2.80 1.13 0.383
H 2.55 -2.66 -0.87 0.396
H -5.74 -3.90 0.89 0.419
H -0.08 2.91 2.26 0.562
H -2.18 -2.19 -0.77 0.501
H 0.97 6.11 0.44 0.268
H -0.26 -0.63 1.72 0.592
H 2.10 -1.02 2.28 0.195
H -2.26 -4.23 3.00 0.371

61
Properties=species:S:1:pos:R:3:mulliken_charge:R:1 method="wB97M-V/def2-TZVPD" e_homo_ha=-0.3068 smiles="CCOC(=O)c1c(-c2ccccc2)csc1NC(=O)c1cc(S(=O)(=O)N2CCOCC2)ccc1C" e_lumo_ev=-0.1 gap_ev=8.2
S 4.88 -0.93 0.12 1.229
S -1.64 3.60 -0.41 -0.150
O -2.50 -1.18 0.22 -0.082
O 5.32 -1.29 1.44 -0.693
O -0.39 -0.60 0.74 -0.811
O 1.29 -3.38 -0.88 -0.478
O 0.86 3.99 -0.37 -0.774
O 5.79 -1.11 -0.98 -0.686
N 3.42 -1.72 -0.17 0.109
N 0.35 1.91 0.26 0.100
C -5.37 0.73 -1.07 -0.556
C -1.94 1.09 0.18 -0.786
C 3.14 -2.90 0.61 -0.749
C 1.26 2.89 -0.01 0.590
C 3.05 1.16 0.09 0.150
C -3.23 2.90 -0.43 -0.695
C 3.08 -1.89 -1.57 -0.862
C -2.16 -2.56 0.41 0.123
C 4.38 0.79 0.15 0.363
C -6.54 0.00 -0.97 -0.603
C -4.81 0.14 1.18 -0.133
C -3.41 -3.37 0.15 -1.365
C -3.25 1.59 -0.10 0.095
C -0.99 2.09 0.06 0.273
C -5.98 -0.58 1.28 -0.748
C 5.37 1.75 0.26 -1.131
C -6.85 -0.66 0.20 -0.434
C -4.49 0.80 0.00 0.803
C -1.54 -0.29 0.42 0.693
C 1.65 -3.20 0.48 -0.048
C 5.02 3.08 0.32 -0.950
C 1.59 -2.23 -1.64 0.022
C 3.36 4.94 0.29 -1.416
C 3.68 3.49 0.24 0.462
C 2.69 2.51 0.13 0.447
H -4.07 3.52 -0.67 0.516
H -1.36 -2.83 -0.27 0.037
H 2.33 0.37 -0.01 0.229
H 6.40 1.43 0.31 0.451
H -7.21 -0.05 -1.81 0.399
H 3.72 -3.76 0.24 0.266
H 1.00 -1.38 -1.27 -0.145
H 5.79 3.84 0.41 0.355
H -7.76 -1.24 0.28 0.407
H 1.07 -2.37 0.90 -0.032
H -3.76 -3.21 -0.86 0.298
H 1.39 -4.13 0.98 0.430
H -1.80 -2.69 1.44 0.320
H 3.42 -2.70 1.64 0.458
H 3.29 -0.96 -2.10 0.478
H 2.97 5.27 -0.67 0.269
H 0.59 0.97 0.59 0.307
H -4.20 -3.08 0.84 0.280
H -6.22 -1.09 2.21 0.409
H 2.59 5.15 1.03 0.332
H 1.29 -2.46 -2.67 0.424
H -4.14 0.21 2.03 0.465
H -5.13 1.25 -1.99 0.476
H 4.25 5.53 0.53 0.412
H 3.67 -2.70 -2.02 0.397
H -3.19 -4.43 0.29 0.451

58
Properties=species:S:1:pos:R:3:mulliken_charge:R:1 method="wB97M-V/def2-TZVPD" e_homo_ha=-0.2791 smiles="Cc1ccc(C(=O)CSc2nnc(CNc3ccc(C)cc3C)n2Cc2ccco2)cc1" e_lumo_ev=0.5 gap_ev=8.1 e_above_lowest_kcal_mol=6.0
S -0.29 2.83 -2.00 -0.252
O 4.63 1.26 0.05 -0.204
O -1.66 0.25 -2.03 -0.544
N -0.25 1.39 1.54 -0.915
N 2.63 -0.74 1.40 -0.159
N 1.20 1.53 -0.10 0.355
N -0.84 2.05 0.53 -0.246
C -0.10 -4.56 -1.84 -1.482
C -3.45 -0.28 0.09 -0.600
C 2.67 -2.46 -0.29 1.127
C -4.47 -0.57 0.97 -0.544
C -5.57 0.27 1.08 1.018
C 2.38 1.39 -0.92 -0.604
C 1.95 -1.67 0.61 0.680
C -4.61 1.72 -0.59 -0.498
C 5.54 2.06 0.62 -0.557
C 1.94 0.35 2.05 -1.165
C 0.58 -1.87 0.74 -0.511
C -2.37 1.13 -1.60 0.553
C -0.07 -2.80 -0.05 -1.075
C 0.97 1.08 1.18 0.766
C -6.66 -0.03 2.06 -1.472
C -3.50 0.87 -0.70 0.263
C 4.17 -2.32 -0.42 -1.484
C 5.09 3.34 0.69 -0.587
C 2.00 -3.38 -1.07 -0.868
C 0.03 2.12 -0.44 0.404
C 0.62 -3.57 -0.97 0.571
C 3.57 2.03 -0.28 0.099
C -5.63 1.41 0.28 -0.753
C 3.80 3.32 0.10 -0.351
C -2.09 2.60 -1.92 -0.869
H 2.15 1.86 -1.88 0.715
H -6.82 -1.10 2.15 0.377
H -2.48 3.27 -1.16 0.440
H 1.36 -0.03 2.91 0.331
H 4.55 -3.03 -1.15 0.426
H -7.60 0.44 1.76 0.378
H -0.70 -5.23 -1.23 0.360
H -6.39 0.35 3.05 0.280
H 3.54 -0.51 1.05 0.267
H -1.14 -2.94 0.06 0.431
H 0.60 -5.15 -2.42 0.362
H 5.60 4.19 1.09 0.464
H 0.01 -1.28 1.44 0.368
H -6.49 2.06 0.35 0.357
H -2.59 -0.92 -0.01 0.468
H -2.47 2.86 -2.91 0.477
H 2.58 0.33 -1.09 -0.089
H -4.41 -1.45 1.59 0.388
H -4.69 2.60 -1.21 0.446
H 4.65 -2.51 0.53 0.358
H 4.46 -1.32 -0.75 0.225
H -0.77 -4.04 -2.52 0.298
H 2.56 -3.98 -1.77 0.268
H 3.13 4.15 -0.03 0.544
H 2.69 1.05 2.43 0.473
H 6.46 1.60 0.94 0.489